Below is C2H8N2O3 in the gas phase at a distorted geometry, with properties calculated with ωB97M-V/def2-TZVPD.

The geometry in XYZ format:
```
15
Properties=species:S:1:pos:R:3:forces:R:3
C -0.1548 0.4682 0.6481 -1.2 0.2 -0.3
C -0.3193 -0.2671 -0.6834 0.3 0.2 0.4
N 0.1554 -1.6348 -0.5495 -0.3 -0.1 -0.3
N 1.5636 -1.7847 -0.4981 0.3 0.0 0.0
O -0.7690 1.7893 0.6306 0.5 -0.1 -0.3
O -2.1637 1.6980 0.8756 -0.4 -0.3 0.1
O 1.1656 0.7795 0.8850 0.3 1.1 0.8
H -2.5322 2.3232 0.2302 0.3 -0.2 0.0
H 1.1103 1.5791 1.4721 0.4 -1.0 -0.6
H -0.1769 -2.1956 -1.3291 0.1 0.1 0.3
H -0.6185 -0.1098 1.4655 0.1 0.1 -0.2
H 2.0275 -1.1840 -1.1857 -0.1 0.0 0.2
H 1.8757 -1.4764 0.4180 0.0 -0.1 -0.2
H 0.2210 0.3054 -1.4579 -0.1 0.0 0.1
H -1.3847 -0.2903 -0.9215 0.0 0.0 0.0
```
Positions in Å, forces in eV/Å.

- relative energy (zero: lowest compared OMol25 entry of this formula, charge and spin) (eV) = 4.537
- lowest unoccupied orbital energy (eV) = 0.77
- molecular weight (g mol⁻¹) = 108.1
- HOMO (eV) = -9.27
- F_max (hartree/bohr) = 0.02727



Below is a molecular structure, C2H8N2O6S2 at a distorted geometry, with properties calculated with ωB97M-V/def2-TZVPD.

The geometry in XYZ format:
```
20
Properties=species:S:1:pos:R:3:forces:R:3
C 0.0459 1.5025 -0.0505 0.9 2.3 -4.0
C -0.3499 0.1517 -0.5655 1.4 -2.2 1.2
N 2.3071 -0.6580 0.1310 1.0 -0.6 -1.3
N -1.9833 -1.8540 0.6003 -1.5 0.8 1.1
O 0.3962 -1.1361 1.6034 0.2 -0.1 1.4
O 0.5220 -2.3593 -0.4784 0.6 -1.9 -1.5
O -2.8088 -0.1612 -0.9061 -1.2 0.8 -0.7
O -2.0610 0.5349 1.4315 -0.4 -1.2 -1.7
O 0.5513 1.4459 1.2197 -0.1 0.7 0.0
O -0.5341 -0.0310 -1.8892 2.4 1.1 -0.3
S 0.7515 -1.1675 0.2316 1.1 2.7 -0.1
S -1.9355 -0.2742 0.2114 -0.8 0.1 2.6
H 0.8899 2.0083 -0.7783 -2.1 -1.4 1.6
H -0.9385 2.0294 -0.2804 1.3 0.5 0.9
H 2.5081 0.2993 0.3700 -0.5 0.2 0.6
H 2.9381 -0.9180 -0.6483 -1.2 -0.3 0.5
H -2.2001 -1.9917 1.5847 0.5 0.0 -0.2
H -1.2814 -2.4353 0.2128 0.5 -0.8 -0.4
H -0.0389 0.8039 1.6162 -0.1 0.0 1.5
H -1.3606 -0.4718 -1.9135 -1.8 -0.7 -1.2
```
Positions in Å, forces in eV/Å.

- relative energy (zero: lowest compared OMol25 entry of this formula, charge and spin) (eV) = 0.254
- lowest unoccupied orbital energy (eV) = 0.26
- molecular weight (g mol⁻¹) = 220.2
- HOMO (eV) = -10.48
- F_max (hartree/bohr) = 0.09155



Below is 2 unconnected molecules or ions with the total composition C2H8N2PS at a distorted geometry, with properties calculated with ωB97M-V/def2-TZVPD.

The geometry in XYZ format:
```
14
Properties=species:S:1:pos:R:3:forces:R:3
C 2.3862 -0.2603 0.1899 -0.7 2.5 0.6
C -0.1189 0.7295 0.5585 -1.0 -0.3 5.3
N -0.8955 -0.5304 -1.3592 2.2 -1.6 1.1
N -1.2206 1.0596 1.2583 -0.1 0.3 0.2
P -1.5317 -1.9279 -1.2530 0.1 -1.8 0.5
S 1.0854 -0.0663 1.5035 -0.1 0.4 -1.5
H 1.8131 -0.4869 -0.6885 0.2 -0.3 -0.6
H 2.9642 -1.0587 0.5449 1.0 -1.1 0.1
H 2.9831 0.7049 0.0886 -0.8 -1.4 0.2
H 0.0162 0.9403 -0.4350 0.5 1.3 -1.8
H -1.3999 0.6913 2.2117 0.8 0.2 -0.9
H -1.4352 0.1023 -1.8140 -2.0 2.7 -1.9
H -1.8937 1.8252 1.0875 0.8 -0.8 -0.8
H -2.7529 -1.7228 -1.8933 -0.8 0.0 -0.4
```
Positions in Å, forces in eV/Å.

- relative energy (zero: lowest compared OMol25 entry of this formula, charge and spin) (eV) = 2.251
- total charge = +1
- lowest unoccupied orbital energy (eV) = -4.72
- molecular weight (g mol⁻¹) = 123.1
- HOMO (eV) = -13.89
- F_max (hartree/bohr) = 0.10496



Below is 2 unconnected molecules or ions with the total composition C2H8N2S at a distorted geometry, with properties calculated with ωB97M-V/def2-TZVPD.

The geometry in XYZ format:
```
13
Properties=species:S:1:pos:R:3:forces:R:3
C 0.7855 2.7110 -0.4012 -0.1 -0.1 -0.9
C 0.3582 2.2521 0.7756 0.5 -3.1 -1.1
N -1.0448 -3.3085 -0.2440 -0.9 0.9 0.0
N 0.3182 -0.7545 -0.2741 -1.9 0.3 -0.2
S -0.8228 -1.6763 0.4308 3.5 -0.3 -0.5
H 1.1257 2.1800 -1.3576 -0.8 0.3 1.8
H 0.7339 3.7762 -0.5262 0.5 0.5 -0.1
H 0.1342 -2.0998 1.4357 -1.9 -0.1 -1.2
H 0.2089 2.8945 1.6109 -0.5 0.5 0.3
H 0.2334 1.1060 0.9189 0.5 2.3 0.1
H -0.2482 -3.8529 -0.5250 0.8 0.3 0.2
H -1.6783 -3.3118 -1.0590 0.2 0.4 0.8
H -0.1039 0.0840 -0.7849 0.1 -1.8 0.7
```
Positions in Å, forces in eV/Å.

- relative energy (zero: lowest compared OMol25 entry of this formula, charge and spin) (eV) = 3.328
- lowest unoccupied orbital energy (eV) = 0.61
- molecular weight (g mol⁻¹) = 92.2
- HOMO (eV) = -8.91
- F_max (hartree/bohr) = 0.06836



Below is a molecular structure, C2H8N2S at a distorted geometry, with properties calculated with ωB97M-V/def2-TZVPD.

The geometry in XYZ format:
```
13
Properties=species:S:1:pos:R:3:forces:R:3
C -1.2963 2.3795 -0.4453 1.1 0.6 0.1
S -1.9755 0.8929 -1.2020 0.7 -0.4 0.5
H -1.9880 3.2065 -0.4347 -0.5 0.1 0.1
H -0.8951 2.2382 0.5678 -0.5 -0.2 -0.1
H -0.4336 2.7693 -0.9988 -0.1 -0.2 -0.2
N 1.7519 -1.8912 0.9820 0.1 -1.3 1.0
C 0.6283 -1.1828 0.6658 -0.9 -2.4 -1.6
N 0.3601 -0.7490 -0.5183 0.7 -1.1 1.1
H 2.2657 -2.4464 0.3054 0.0 0.9 -0.7
H 1.6388 -2.5416 1.7532 -0.2 0.6 0.3
H -0.2399 -1.4537 1.2979 0.6 1.8 0.7
H -0.7075 0.0705 -0.7755 -1.5 0.4 -0.9
H 0.8912 -1.2922 -1.1974 0.6 1.1 -0.4
```
Positions in Å, forces in eV/Å.

- relative energy (zero: lowest compared OMol25 entry of this formula, charge and spin) (eV) = 1.495
- lowest unoccupied orbital energy (eV) = 0.15
- molecular weight (g mol⁻¹) = 92.2
- HOMO (eV) = -7.22
- F_max (hartree/bohr) = 0.05847



Below is C2H8N2S2 in the gas phase at a distorted geometry, with properties calculated with ωB97M-V/def2-TZVPD.

The geometry in XYZ format:
```
14
Properties=species:S:1:pos:R:3:forces:R:3
C 1.3407 -1.0294 0.5746 0.6 0.8 2.3
C -1.7051 0.6462 -1.1910 -1.9 -2.3 0.1
N 2.4911 1.3040 0.1954 -0.2 -0.8 -0.6
N -1.0930 0.4332 1.4242 -0.7 0.1 -1.1
S 1.4341 0.3233 -0.5925 2.5 1.1 0.1
S -0.8300 1.3765 0.1559 0.2 -0.5 0.3
H 1.4698 -2.1081 0.2580 -0.2 1.6 -0.1
H 0.3631 -0.8220 1.1013 0.3 -0.7 -0.4
H 2.1262 -0.6999 1.3837 -1.2 -0.9 -1.7
H -2.8004 0.8058 -1.3279 0.6 0.0 1.1
H -1.5181 -0.4370 -1.3706 -0.2 0.4 1.1
H -1.3828 0.9604 -2.1147 1.5 1.7 -1.9
H 3.1555 1.9089 -0.3514 -1.6 -0.9 -0.1
H -0.6526 0.9394 2.1694 0.2 0.4 0.8
```
Positions in Å, forces in eV/Å.

- relative energy (zero: lowest compared OMol25 entry of this formula, charge and spin) (eV) = 4.263
- lowest unoccupied orbital energy (spin up / spin down) (eV) = -0.25 / -0.41
- molecular weight (g mol⁻¹) = 124.2
- HOMO (spin up / spin down) (eV) = -7.71 / -7.41
- F_max (hartree/bohr) = 0.05841



Below is a gas-phase ion, C2H8N3 (charge +1) at a distorted geometry, with properties calculated with ωB97M-V/def2-TZVPD.

The geometry in XYZ format:
```
13
Properties=species:S:1:pos:R:3:forces:R:3
C -1.0446 -0.1633 -0.3684 -0.8 1.8 1.2
C 1.6493 -0.0447 0.0612 0.7 0.5 2.3
N -0.4937 1.1246 -0.3320 0.7 0.0 2.3
N -2.2267 -0.1843 0.2915 2.2 -0.8 -1.6
N 0.2920 0.2346 0.6030 0.8 0.3 -3.7
H -0.6772 -0.8419 -1.1002 -0.3 -1.0 -0.3
H 2.0725 -0.8621 0.5920 -0.1 -1.3 0.1
H 1.7838 -0.1381 -0.9747 -0.8 -0.5 -1.5
H 2.3932 0.7008 0.3150 -0.4 1.0 0.3
H 0.1442 1.5332 -0.9857 0.1 -0.3 -1.0
H -2.9242 -0.8595 0.1915 -0.8 -1.3 0.0
H -2.3598 0.6137 0.8384 -0.8 1.3 0.7
H 0.2790 0.5907 1.5283 -0.4 0.2 1.1
```
Positions in Å, forces in eV/Å.

- relative energy (zero: lowest compared OMol25 entry of this formula, charge and spin) (eV) = 3.765
- total charge = +1
- lowest unoccupied orbital energy (eV) = -2.97
- molecular weight (g mol⁻¹) = 74.1
- HOMO (eV) = -15.23
- F_max (hartree/bohr) = 0.07394



Below is a gas-phase ion, C2H8N3 (charge +1) at a distorted geometry, with properties calculated with ωB97M-V/def2-TZVPD.

The geometry in XYZ format:
```
13
Properties=species:S:1:pos:R:3:forces:R:3
C 1.0797 -0.5342 0.6396 -2.2 2.3 -1.8
C 0.6137 0.9838 -0.1019 1.0 -3.2 -0.2
N -1.3128 0.0940 -1.1890 2.3 -1.1 1.5
N -0.3048 0.9593 -1.0422 1.2 1.6 2.5
N -0.2794 -1.0041 1.0674 1.1 0.5 2.7
H 1.2919 -1.2371 -0.1397 1.0 0.2 -0.9
H 1.9653 -0.3601 1.2938 -1.1 -0.2 0.0
H 1.1416 1.9231 0.1218 -0.1 -0.6 -0.6
H -1.1879 -0.7450 -0.5416 -0.9 1.0 -0.9
H -1.8539 0.4167 -1.9253 -1.7 -0.7 -1.4
H -0.4315 1.8105 -1.5936 0.0 0.0 0.3
H -0.3870 -0.3692 1.8738 -1.2 -0.4 -0.3
H -0.3349 -1.9377 1.5370 0.7 0.7 -0.8
```
Positions in Å, forces in eV/Å.

- relative energy (zero: lowest compared OMol25 entry of this formula, charge and spin) (eV) = 4.112
- total charge = +1
- lowest unoccupied orbital energy (eV) = -4.62
- molecular weight (g mol⁻¹) = 74.1
- HOMO (eV) = -14.43
- F_max (hartree/bohr) = 0.07041



Below is a gas-phase ion, C2H8N3 (charge +1) at a distorted geometry, with properties calculated with ωB97M-V/def2-TZVPD.

The geometry in XYZ format:
```
13
Properties=species:S:1:pos:R:3:forces:R:3
C 0.4567 0.0412 -0.2642 -2.8 -4.3 2.0
N 1.0213 -0.5220 -1.3734 -1.2 -1.2 1.5
N -0.4126 -0.6204 0.7672 1.7 -1.5 -4.4
N 0.6436 1.2626 -0.0122 1.5 2.8 -1.1
C -1.2688 0.0754 1.7996 0.8 -1.1 -1.0
H 0.9274 -1.5787 -1.4997 0.4 2.4 -0.1
H 1.6160 0.1008 -1.9546 -0.6 -1.3 0.5
H -0.9189 -1.3742 0.2257 0.7 1.0 1.4
H 1.2283 1.7681 -0.6600 0.1 0.6 0.5
H 0.4803 1.5712 0.9047 -0.3 1.0 1.0
H -0.6425 0.4184 2.6348 -0.3 0.1 -0.4
H -1.7658 0.8469 1.2339 -0.6 0.6 0.6
H -1.9714 -0.7106 2.1831 0.6 0.9 -0.4
```
Positions in Å, forces in eV/Å.

- relative energy (zero: lowest compared OMol25 entry of this formula, charge and spin) (eV) = 1.359
- total charge = +1
- lowest unoccupied orbital energy (eV) = -3.36
- molecular weight (g mol⁻¹) = 74.1
- HOMO (eV) = -14.74
- F_max (hartree/bohr) = 0.10699



Below is 2 unconnected molecules or ions with the total composition C2H8N3 at a distorted geometry, with properties calculated with ωB97M-V/def2-TZVPD.

The geometry in XYZ format:
```
13
Properties=species:S:1:pos:R:3:forces:R:3
C 0.7667 -0.3314 1.2928 -2.3 -1.6 0.6
C -2.4443 0.9272 -2.0993 0.3 -1.0 0.1
N 1.5612 0.7082 0.7988 0.8 -0.6 -0.1
N 1.3004 -1.5634 1.5832 2.2 1.8 -0.1
N 0.7302 0.1681 -0.1344 0.6 -0.2 -1.5
H -0.2117 -0.0891 1.7975 1.2 -0.2 -0.6
H -2.1091 -0.1638 -2.4310 -1.0 2.8 0.8
H -3.4700 1.2427 -1.7871 0.9 -1.0 -0.4
H -1.7603 1.7857 -2.0507 0.1 -0.8 -0.3
H 1.4462 1.6327 1.1550 0.0 1.2 0.0
H 0.7160 -2.3408 1.5226 -1.1 -1.3 0.2
H 2.2902 -1.7357 1.3667 -0.8 0.2 0.1
H 1.1844 -0.2405 -1.0142 -0.7 0.8 1.3
```
Positions in Å, forces in eV/Å.

- relative energy (zero: lowest compared OMol25 entry of this formula, charge and spin) (eV) = 7.882
- total charge = +1
- lowest unoccupied orbital energy (spin up / spin down) (eV) = -3.81 / -8.11
- molecular weight (g mol⁻¹) = 74.1
- HOMO (spin up / spin down) (eV) = -15.23 / -12.18
- F_max (hartree/bohr) = 0.06017



Below is 2 unconnected molecules or ions with the total composition C2H8N3O at a distorted geometry, with properties calculated with ωB97M-V/def2-TZVPD.

The geometry in XYZ format:
```
14
Properties=species:S:1:pos:R:3:forces:R:3
C -2.0216 0.1039 0.4592 -0.2 1.2 -1.3
N -3.0078 -0.1645 -0.4394 0.9 -0.5 0.7
O -0.8483 0.2142 0.1471 -1.6 0.1 0.6
H -2.4185 0.3636 1.4312 0.1 0.1 0.7
H -3.8976 0.2586 -0.3498 -0.8 -0.1 0.2
H -2.7582 -0.6444 -1.2743 0.1 0.2 -0.7
N 1.2995 -1.1238 -0.1750 -3.9 -1.1 1.1
C 2.2191 -0.1937 -0.2957 5.1 -0.3 -1.8
N 2.1098 1.0565 0.1630 -0.1 3.5 1.7
H 0.3804 -0.5352 0.1365 2.6 -3.2 -0.5
H 1.5353 -2.1224 0.0562 -0.5 1.6 0.0
H 3.2682 -0.4622 -0.5986 -1.1 0.0 0.2
H 2.7883 1.5609 0.7470 0.0 -0.9 -0.3
H 1.3515 1.6885 -0.0075 -0.5 -0.3 -0.4
```
Positions in Å, forces in eV/Å.

- relative energy (zero: lowest compared OMol25 entry of this formula, charge and spin) (eV) = 1.250
- lowest unoccupied orbital energy (spin up / spin down) (eV) = 0.67 / 0.64
- molecular weight (g mol⁻¹) = 90.1
- HOMO (spin up / spin down) (eV) = -3.96 / -8.01
- F_max (hartree/bohr) = 0.10487
- spin multiplicity = 2
- <S²> = 0.75



Below is a gas-phase ion, C2H8N3O2 (charge +1) at a distorted geometry, with properties calculated with ωB97M-V/def2-TZVPD.

The geometry in XYZ format:
```
15
Properties=species:S:1:pos:R:3:forces:R:3
C -2.4941 0.7007 1.6551 -0.9 0.4 -0.4
C 1.9438 0.2609 -1.4847 -3.0 -0.8 -2.7
N 2.7336 -0.7918 -1.3337 -1.3 0.1 -1.8
N -0.9090 -0.6111 0.4534 -9.7 2.2 6.6
N 0.1201 -0.7343 -0.1525 8.2 -2.0 -6.3
O -1.2791 0.6663 0.8778 0.1 -0.9 -0.2
O 0.8200 0.3431 -0.3364 -0.2 0.4 1.9
H -2.7158 -0.1656 2.3062 0.6 0.4 -0.4
H -3.3170 0.9115 0.9777 -0.2 -0.6 -0.4
H -2.4862 1.6421 2.1950 0.7 -0.1 0.5
H 3.2453 -0.6443 -0.5289 1.8 -1.1 1.8
H 2.4284 1.0804 -1.1203 0.9 2.8 0.1
H 1.2084 0.3180 -2.3674 1.8 0.0 1.0
H 2.3558 -1.6519 -1.6553 0.4 -1.0 0.3
H -1.6539 -1.3240 0.5139 0.8 0.3 -0.2
```
Positions in Å, forces in eV/Å.

- relative energy (zero: lowest compared OMol25 entry of this formula, charge and spin) (eV) = 3.824
- total charge = +1
- lowest unoccupied orbital energy (spin up / spin down) (eV) = -2.74 / -8.24
- molecular weight (g mol⁻¹) = 106.1
- HOMO (spin up / spin down) (eV) = -11.77 / -14.62
- F_max (hartree/bohr) = 0.23221
- spin multiplicity = 3
- <S²> = 2.01



What is the F_max in the first record?
0.02727 hartree/bohr



The highest molecular weight belongs to which entry?
C2H8N2O6S2